{"formula": "C50H44AsCrN4PS2", "method": "ωB97M-V/def2-TZVPD", "elements": ["Cr", "S", "C", "C", "C", "C", "C", "C", "As", "C", "C", "C", "C", "C", "C", "C", "C", "C", "C", "C", "C", "H", "H", "H", "H", "H", "H", "H", "H", "H", "H", "H", "H", "H", "H", "S", "C", "C", "C", "C", "C", "C", "C", "C", "C", "N", "H", "H", "H", "H", "H", "H", "N", "C", "C", "C", "C", "C", "C", "P", "C", "C", "C", "C", "C", "C", "C", "C", "C", "C", "C", "C", "H", "H", "H", "H", "H", "H", "H", "H", "H", "H", "H", "H", "H", "H", "H", "H", "C", "C", "C", "C", "N", "N", "C", "H", "H", "H", "H", "H", "H", "H", "H"], "coordinates": [[-0.289, -0.063, -0.044], [-1.801, -0.915, 1.543], [-1.591, -2.662, 1.704], [-2.017, -3.306, 2.863], [-1.862, -4.677, 2.993], [-1.287, -5.424, 1.974], [-0.863, -4.788, 0.817], [-1.014, -3.414, 0.678], [-0.505, -2.408, -0.892], [-2.094, -2.587, -1.989], [-1.976, -2.416, -3.366], [-3.097, -2.476, -4.177], [-4.346, -2.695, -3.610], [-4.468, -2.855, -2.238], [-3.344, -2.803, -1.425], [0.718, -3.654, -1.751], [2.060, -3.616, -1.380], [2.955, -4.545, -1.887], [2.515, -5.516, -2.775], [1.180, -5.556, -3.151], [0.282, -4.631, -2.640], [-2.465, -2.719, 3.655], [-2.194, -5.171, 3.898], [-1.166, -6.494, 2.072], [-0.410, -5.362, 0.017], [-0.998, -2.238, -3.799], [-2.997, -2.344, -5.247], [-5.223, -2.743, -4.242], [-5.441, -3.028, -1.797], [-3.444, -2.925, -0.353], [2.402, -2.856, -0.684], [3.995, -4.510, -1.587], [3.212, -6.244, -3.169], [0.834, -6.312, -3.844], [-0.760, -4.679, -2.928], [-1.042, 1.079, -4.280], [-2.576, 1.120, -3.515], [-2.523, 0.777, -2.198], [-1.209, 0.471, -1.757], [-0.302, 0.590, -2.789], [1.098, 0.365, -2.546], [2.118, 0.396, -3.495], [3.417, 0.154, -3.100], [3.683, -0.107, -1.757], [2.633, -0.110, -0.868], [1.365, 0.117, -1.239], [-3.444, 1.394, -4.095], [-3.400, 0.736, -1.567], [1.875, 0.613, -4.527], [4.220, 0.171, -3.824], [4.688, -0.299, -1.413], [2.808, -0.280, 0.188], [-3.606, 1.724, 1.081], [-3.335, 2.860, 0.363], [-4.406, 3.625, -0.118], [-4.196, 4.748, -0.887], [-2.904, 5.159, -1.185], [-1.835, 4.421, -0.718], [-2.018, 3.265, 0.050], [-0.585, 2.246, 0.531], [-0.555, 2.232, 2.344], [0.289, 1.266, 2.906], [0.302, 1.086, 4.281], [-0.517, 1.868, 5.085], [-1.334, 2.843, 4.534], [-1.350, 3.026, 3.159], [0.835, 3.311, 0.108], [1.441, 4.138, 1.048], [2.472, 4.985, 0.666], [2.907, 5.007, -0.650], [2.311, 4.180, -1.593], [1.279, 3.337, -1.215], [-2.910, 1.336, 1.693], [-4.553, 1.583, 1.387], [-5.416, 3.311, 0.121], [-5.043, 5.320, -1.244], [-2.730, 6.046, -1.779], [-0.836, 4.751, -0.954], [1.798, 1.219, 1.577], [0.948, 0.346, 4.733], [-0.507, 1.717, 6.157], [-1.958, 3.457, 5.169], [-1.992, 3.778, 2.714], [1.105, 4.127, 2.077], [2.932, 5.637, 1.398], [3.703, 5.678, -0.947], [2.639, 4.205, -2.624], [0.789, 2.718, -1.956], [5.263, 1.215, 3.367], [4.063, 0.949, 2.505], [3.288, -0.268, 2.822], [1.977, -0.462, 2.605], [1.143, 0.539, 2.005], [3.697, 1.685, 1.530], [1.304, -1.754, 2.936], [5.987, 0.402, 3.285], [4.958, 1.278, 4.413], [5.748, 2.147, 3.082], [3.845, -1.071, 3.291], [4.286, 2.500, 1.380], [1.946, -2.389, 3.544], [1.064, -2.287, 2.010], [0.360, -1.592, 3.455]], "atomic_forces_ev_per_a": [[0.111, -0.186, 0.375], [-0.336, 0.158, -0.003], [0.104, 0.018, -0.262], [-0.021, 0.058, 0.018], [-0.025, -0.020, 0.020], [0.046, -0.028, -0.052], [0.046, 0.017, -0.111], [-0.058, -0.032, 0.137], [-0.489, -1.033, 0.106], [0.035, 0.098, -0.174], [0.125, 0.048, 0.122], [0.001, 0.033, -0.005], [-0.036, -0.002, -0.045], [-0.031, -0.008, -0.023], [0.096, 0.010, 0.131], [0.155, 0.277, 0.048], [-0.100, 0.113, 0.040], [0.049, 0.013, 0.017], [-0.013, -0.007, -0.009], [0.061, -0.003, -0.002], [-0.111, 0.022, 0.033], [-0.007, -0.042, 0.017], [-0.004, 0.027, 0.005], [-0.013, 0.007, 0.038], [-0.004, -0.023, 0.015], [-0.040, 0.019, -0.088], [-0.004, -0.012, 0.004], [0.003, 0.002, 0.015], [0.008, 0.005, 0.004], [-0.017, -0.011, -0.009], [0.049, -0.041, 0.005], [0.000, -0.008, -0.007], [-0.001, 0.009, -0.011], [-0.007, -0.009, 0.013], [0.008, -0.017, -0.014], [0.063, -0.087, 0.247], [0.056, 0.006, -0.115], [-0.181, -0.010, 0.013], [0.220, -0.105, -0.122], [-0.419, 0.149, -0.158], [0.212, -0.105, 0.046], [-0.117, 0.023, 0.004], [-0.017, -0.009, 0.149], [0.053, 0.036, -0.198], [-0.010, 0.035, 0.120], [0.602, 0.120, -0.414], [-0.002, -0.010, 0.028], [0.016, 0.002, 0.024], [0.002, -0.035, -0.004], [-0.002, -0.007, -0.005], [-0.017, 0.023, 0.048], [-0.030, -0.062, -0.116], [0.054, -0.046, -0.064], [0.104, 0.200, -0.087], [-0.060, -0.036, 0.002], [0.010, -0.002, 0.043], [0.061, 0.089, -0.091], [-0.044, -0.059, 0.069], [-0.108, -0.236, 0.016], [-0.250, 1.101, 0.304], [0.058, -0.276, -0.093], [-0.210, 0.121, 0.224], [0.083, -0.039, -0.062], [-0.048, 0.037, 0.014], [0.001, 0.004, 0.046], [0.014, -0.012, -0.027], [0.019, -0.159, -0.182], [-0.038, -0.045, 0.041], [0.058, 0.020, 0.013], [0.020, 0.017, 0.004], [-0.004, -0.014, 0.005], [0.005, 0.007, 0.025], [-0.031, -0.069, 0.095], [0.007, -0.024, 0.011], [0.013, 0.005, 0.009], [-0.013, -0.024, -0.002], [0.005, -0.009, 0.016], [0.067, 0.011, -0.020], [-0.136, -0.083, 0.046], [0.021, 0.033, -0.009], [0.007, -0.005, -0.008], [0.001, -0.011, 0.001], [-0.002, -0.020, -0.020], [0.005, 0.031, -0.002], [-0.017, -0.011, 0.006], [0.007, -0.010, 0.012], [-0.004, -0.015, 0.000], [-0.011, 0.081, 0.004], [0.014, 0.037, 0.000], [0.086, 0.095, -0.088], [-0.145, 0.081, -0.143], [0.146, -0.162, 0.143], [0.577, 0.135, -0.369], [-0.335, -0.052, -0.062], [0.026, -0.011, 0.061], [-0.026, -0.033, 0.014], [0.036, -0.016, 0.021], [0.006, -0.010, 0.008], [-0.061, -0.034, 0.010], [0.069, -0.004, 0.152], [0.015, 0.020, -0.015], [-0.026, 0.002, 0.063], [-0.033, -0.015, -0.030]], "mulliken_spin": [3.334, -0.055, -0.021, 0.013, -0.004, 0.007, -0.008, 0.037, 0.006, 0.000, 0.011, 0.002, -0.002, 0.000, -0.004, -0.010, -0.008, 0.002, -0.001, 0.000, -0.003, 0.000, 0.000, 0.000, 0.000, 0.001, 0.001, 0.000, 0.000, -0.002, 0.003, 0.000, 0.000, 0.000, -0.001, 0.009, -0.034, 0.004, -0.199, 0.094, 0.010, 0.012, 0.011, 0.009, 0.099, -0.283, 0.000, 0.007, 0.000, 0.000, 0.000, -0.003, 0.009, -0.008, 0.001, -0.002, 0.000, -0.005, 0.021, -0.035, -0.007, 0.035, -0.005, 0.000, 0.001, -0.002, 0.011, -0.002, 0.001, -0.001, 0.002, -0.003, 0.003, 0.000, 0.000, 0.000, 0.000, 0.000, -0.027, -0.001, 0.000, 0.000, 0.000, 0.000, 0.000, 0.000, 0.000, -0.001, 0.000, 0.000, 0.002, 0.062, -0.083, 0.000, -0.011, 0.000, 0.000, 0.000, 0.000, 0.000, 0.000, 0.016, -0.001], "max_force_ev_per_a": 1.169, "total_charge": 1, "homo_energy_ev": [-9.79, -9.96], "multiplicity": 4, "total_energy_ev": -178741.1889, "relative_energy_kcal_mol": 9.9, "orbital_gap_ev": [7.5, 7.1]}